[1]
The following is a quantum chemistry calculation of a cluster of 2 separate species, C4H7IN in total, from OMol25.

Results
Gap between HOMO and LUMO   7.15 eV
HOMO energy   -14.10 eV
Max |F|   3.03 eV/A
Spin multiplicity   1
E_tot   -13841.630 eV
Charge   +1

Cartesian coordinates (Å):
H  0.10  -1.73  1.88
C  0.77  0.45  -0.49
N  -0.77  -1.46  1.41
C  0.16  -0.20  -1.68
H  0.95  -0.92  -1.98
H  -0.62  -0.81  -1.26
C  -0.15  2.70  0.37
C  0.28  1.65  -0.03
H  -1.33  -0.95  2.10
I  2.48  -0.38  0.34
H  -0.21  0.32  -2.52
H  -0.43  3.62  0.70
H  -1.24  -2.28  1.16

The net atomic charges from Löwdin, expressed in e, are: 0.002 -0.662 0.032 -0.088 0.070 0.099 0.309 -0.138 0.042 1.173 0.100 0.053 0.008

=====

[2]
The following is a quantum chemistry calculation of a structure of composition C51H45OP2PtSSi, from OMol25.

Results
Gap between HOMO and LUMO (spin up / spin down)   5.59 / 5.60 eV
HOMO energy (spin up / spin down)   -9.27 / -9.28 eV
Max |F|   1.76 eV/A
Spin multiplicity   1
E_tot   -96198.848 eV
Charge   +1

Cartesian coordinates (Å):
C  2.45  -2.27  -4.81
H  -3.02  -1.02  4.99
O  0.23  2.22  -0.16
H  -0.13  2.99  -4.54
H  3.19  -4.52  4.56
Si  2.19  -0.33  1.98
C  2.31  -3.79  -2.96
C  -2.48  4.42  3.67
C  2.14  -1.42  -2.59
H  -0.59  -6.47  -1.42
C  2.83  2.47  -2.12
H  0.73  4.86  -0.52
C  2.16  -2.73  -2.09
H  3.40  4.47  -2.64
H  3.66  0.44  3.88
C  -1.52  5.89  -1.96
H  -0.99  -1.17  3.58
C  2.68  3.67  -2.79
H  -2.91  5.29  4.14
H  -2.62  6.92  -3.47
H  6.87  0.02  -1.44
H  -5.31  -2.85  1.88
C  1.62  3.86  -3.66
H  -3.64  8.51  -1.88
C  2.76  -2.80  3.35
H  -1.55  -5.48  -3.46
C  -3.24  -2.56  1.45
S  -0.80  3.11  -0.76
C  -1.78  6.70  0.28
H  -0.24  4.68  0.97
H  2.43  1.65  3.57
H  4.63  -0.01  -2.44
H  -1.06  5.19  -2.65
C  3.73  -0.25  0.83
C  -1.55  -3.49  -2.67
C  -2.02  -2.11  1.94
C  1.29  -4.68  3.59
H  3.68  -2.30  3.62
C  -1.20  5.81  -0.61
C  3.61  -0.14  -0.56
H  -2.58  1.77  0.06
C  6.00  -0.05  -0.81
H  1.51  4.80  -4.19
H  5.13  -0.30  2.44
H  2.30  -0.19  -4.34
C  -1.18  2.40  3.81
C  -1.73  3.52  4.42
C  -4.29  -1.93  3.52
C  0.39  -4.08  2.73
H  -1.53  6.65  1.33
H  -3.10  3.47  -0.17
H  2.56  -4.40  -5.00
C  0.70  -2.85  2.14
C  -2.66  4.19  2.32
C  -4.37  -2.48  2.25
H  -0.56  -4.55  2.54
C  2.49  -4.05  3.89
C  -2.96  7.75  -1.52
C  1.92  1.44  -2.33
C  4.74  -0.07  -1.37
C  0.85  1.64  -3.20
C  1.88  -2.18  2.48
H  2.06  -2.88  -1.03
C  5.01  -0.23  1.37
H  -1.95  -3.05  -3.58
Pt  0.41  -0.02  0.45
H  -1.59  3.69  5.48
C  -0.50  -4.62  -0.37
H  3.65  2.34  -1.43
C  2.45  -3.57  -4.32
H  0.13  0.84  -3.34
H  7.12  -0.09  1.02
H  -3.30  -2.99  0.46
H  1.05  -5.63  4.04
P  -0.49  -2.09  0.98
C  -0.78  -3.25  -0.40
C  -1.28  -2.69  -1.58
C  -0.78  -5.41  -1.47
C  -2.39  6.86  -2.42
C  -0.28  4.74  -0.12
H  2.02  0.18  4.45
H  2.58  -2.09  -5.87
H  -0.59  1.70  4.39
H  -3.24  4.89  1.73
C  -2.66  7.67  -0.18
C  2.29  -1.20  -3.95
C  -1.32  -4.85  -2.62
C  -2.34  2.82  0.25
P  1.97  -0.09  -1.37
C  6.14  -0.12  0.57
C  -1.39  2.16  2.47
C  2.61  0.58  3.63
H  -1.45  -1.62  -1.61
H  -3.10  8.36  0.52
H  -5.17  -1.86  4.13
C  -2.14  3.06  1.71
C  0.70  2.84  -3.86
C  -1.95  -1.53  3.21
H  2.34  -4.80  -2.57
H  -0.07  -5.07  0.51
H  -0.97  1.26  2.00
C  -3.08  -1.45  4.00

Atomic partial charges in e from the Löwdin method, atoms 1 to 99: -0.068 0.109 -0.654 0.111 0.110 0.644 -0.070 -0.067 -0.348 0.112 -0.075 0.104 -0.097 0.110 0.023 -0.056 0.101 -0.069 0.109 0.108 0.111 0.108 -0.084 0.106 -0.092 0.110 -0.076 0.989 -0.053 0.102 0.027 0.115 0.091 -0.267 -0.065 -0.362 -0.059 0.100 -0.292 -0.375 0.097 -0.057 0.108 0.089 0.101 -0.070 -0.074 -0.072 -0.098 0.112 0.101 0.107 -0.377 -0.054 -0.073 0.112 -0.060 -0.075 -0.388 -0.087 -0.145 -0.278 0.101 -0.095 0.110 0.551 0.106 -0.070 0.106 -0.069 0.113 0.111 0.102 0.111 0.912 -0.361 -0.119 -0.066 -0.067 -0.239 0.029 0.109 0.099 0.110 -0.066 -0.081 -0.066 -0.235 0.967 -0.060 -0.061 -0.159 0.096 0.109 0.107 -0.291 -0.097 -0.105 0.109

=====

[3]
The following is a quantum chemistry calculation of a structure of composition C40H43AsN3O2PPdSi, from OMol25.

Results
Gap between HOMO and LUMO   3.80 eV
HOMO energy   0.23 eV
Max |F|   0.89 eV/A
Spin multiplicity   1
E_tot   -132228.888 eV
Charge   -2

Cartesian coordinates (Å):
H  1.99  0.71  -4.34
C  3.54  6.13  0.83
H  -0.72  -4.69  -3.43
H  0.86  5.51  -4.56
H  -1.73  3.91  3.88
C  -1.15  2.53  -0.88
Si  -2.65  -2.63  4.85
C  -2.95  -2.85  -2.66
H  3.37  -1.33  -2.13
H  -3.94  -0.70  5.72
C  0.25  -4.23  -1.57
H  3.56  6.57  1.82
H  3.59  -4.60  -3.45
C  1.36  2.43  -3.25
H  -3.09  -1.51  7.06
H  -0.19  -2.65  5.26
H  3.45  -0.04  -0.01
N  -0.80  -4.00  -0.71
H  -5.30  -2.14  -1.34
H  -2.04  3.14  -0.77
H  -4.50  -4.29  -2.32
C  -1.12  1.36  1.70
C  0.10  3.31  -0.50
H  5.59  5.09  -1.65
C  1.77  1.77  -4.40
C  3.45  4.98  -1.69
H  -3.79  -4.83  4.59
C  0.23  -4.58  -2.92
C  1.13  4.46  -4.51
H  -1.02  -3.65  6.47
C  1.87  2.46  -5.60
O  -2.63  -1.68  -2.31
H  1.71  -3.14  1.02
C  -1.35  2.96  3.52
H  1.61  4.35  -6.60
C  2.50  -0.21  -0.51
C  2.32  5.81  0.25
H  1.39  0.84  0.98
C  4.67  5.30  -1.11
H  1.29  1.87  -2.33
H  -0.89  -0.86  -2.23
C  -3.96  -3.94  5.21
H  0.01  3.76  0.49
C  4.72  5.88  0.15
C  2.46  -0.92  -1.70
C  1.04  3.79  -3.29
C  2.25  5.23  -1.02
As  0.47  4.81  -1.73
C  -3.01  -1.19  6.01
C  2.70  -4.11  -1.57
H  0.29  0.19  4.57
C  -0.46  0.51  2.59
H  0.99  2.68  -0.48
C  -0.65  2.11  4.37
H  -0.18  -0.48  2.24
C  -0.26  -3.59  0.40
H  -0.47  2.40  5.40
C  -1.57  2.58  2.20
C  -3.89  -3.61  -1.71
C  1.55  3.81  -5.66
C  0.10  0.10  -0.57
H  -4.95  -3.56  4.97
H  3.63  -3.89  -1.07
C  -0.22  0.88  3.90
C  -2.65  -1.80  1.95
H  -0.76  -4.26  4.83
P  -1.51  0.84  -0.02
C  -1.00  -3.37  5.41
H  -2.13  3.25  1.55
Pd  -2.69  -1.22  0.06
C  2.66  -4.49  -2.90
H  -2.22  -0.44  5.94
C  -2.62  -2.15  3.14
C  0.06  -0.63  -1.77
H  2.18  1.94  -6.50
H  1.40  6.01  0.80
O  -2.56  -3.47  -3.67
H  1.46  -4.98  -4.62
H  -3.22  -4.22  -1.08
H  5.67  6.12  0.60
H  -5.07  -3.17  -0.05
H  3.42  4.51  -2.67
H  1.17  -1.73  -3.23
C  1.33  0.29  0.05
H  -3.95  -4.25  6.26
N  1.11  -3.57  0.34
H  -1.12  2.22  -1.93
C  1.47  -3.97  -0.93
C  1.44  -4.71  -3.56
H  -0.82  -3.26  1.27
C  1.23  -1.13  -2.32
N  -4.64  -2.72  -0.84

The net atomic charges from Löwdin, expressed in e, are: 0.096 -0.107 0.091 0.082 0.086 -0.420 0.340 -0.711 0.091 0.021 -0.236 0.094 0.082 -0.083 0.011 0.008 0.088 0.147 0.057 0.050 0.087 -0.368 -0.458 0.094 -0.064 -0.102 0.017 -0.009 -0.152 0.011 -0.099 -0.156 0.142 -0.115 0.090 -0.108 -0.138 0.091 -0.103 0.080 0.070 -0.215 0.046 -0.118 -0.129 -0.428 -0.401 1.268 -0.203 -0.070 0.092 -0.130 0.045 -0.126 0.086 -0.156 0.085 -0.123 -0.232 -0.112 -0.363 0.017 0.098 -0.102 -0.303 0.017 0.924 -0.210 0.094 0.300 -0.133 0.005 -0.292 -0.090 0.094 0.092 -0.080 0.086 0.084 0.090 0.051 0.091 0.108 -0.131 0.010 0.128 0.054 -0.235 -0.116 0.072 -0.101 -0.040

=====

[4]
The following is a quantum chemistry calculation of a cluster of 2 separate species, C4H13NOS in total, from OMol25.

Results
Gap between HOMO and LUMO   9.34 eV
HOMO energy   -8.77 eV
Max |F|   3.16 eV/A
Spin multiplicity   1
E_tot   -18730.363 eV
SMILES   CNCCCS.O

Cartesian coordinates (Å):
H  -4.50  -1.47  -4.45
H  -0.21  -1.01  -0.63
O  -5.42  -1.62  -4.65
C  2.67  0.06  1.61
H  0.85  1.01  -0.51
C  1.94  1.37  1.32
H  2.22  -0.38  2.49
H  1.94  -2.19  1.13
H  -1.67  -1.15  0.18
N  -0.27  0.16  0.95
C  0.62  1.25  0.55
H  3.75  0.16  1.74
H  -0.96  0.56  1.59
H  1.73  1.89  2.25
H  2.53  2.13  0.79
S  2.63  -1.32  0.38
H  0.22  2.24  0.27
C  -1.02  -0.39  -0.23
H  -1.34  0.27  -1.04
H  -5.71  -1.56  -3.72

The net atomic charges from Löwdin, expressed in e, are: 0.024 0.043 -0.062 -0.524 0.094 -0.252 0.057 -0.149 0.076 -0.127 -0.303 0.049 0.094 0.101 0.105 0.674 0.116 -0.129 0.075 0.038

=====

[5]
The following is a quantum chemistry calculation of a structure of composition C35H20BF4IN13ORbS4, from OMol25.

Results
Gap between HOMO and LUMO (spin up / spin down)   3.48 / 3.48 eV
HOMO energy (spin up / spin down)   -1.90 / -1.90 eV
Max |F|   0.67 eV/A
Spin multiplicity   1
E_tot   -121682.448 eV
Charge   -2

Cartesian coordinates (Å):
H  -0.07  2.58  5.28
C  -1.65  -1.09  3.84
C  3.54  0.62  -0.15
C  2.59  -1.18  2.01
C  2.95  -3.55  -1.79
C  0.18  2.01  -4.03
C  -1.13  3.43  3.54
H  -3.93  0.37  -0.84
N  1.47  -1.39  2.23
H  -2.87  -0.39  6.92
C  3.95  1.44  -1.18
H  -5.64  -3.41  0.05
C  -0.26  2.60  4.23
C  -4.02  -1.20  5.30
C  -2.82  -1.56  3.26
H  -4.94  -1.23  5.87
C  2.57  -5.92  -3.02
C  6.16  1.12  -0.54
C  7.04  2.55  -3.03
C  -3.57  1.38  -0.76
C  -2.51  -2.66  -1.97
C  5.75  0.28  0.48
C  4.40  -0.03  0.73
N  -2.49  3.02  0.09
C  -3.71  2.44  -1.66
B  -1.74  3.95  1.11
C  -4.71  -3.60  -1.90
H  -0.77  -0.28  5.61
C  -0.92  1.45  -4.65
S  3.54  -2.45  -0.75
H  -2.36  -0.03  -3.78
C  -1.67  -0.67  5.16
H  -5.55  -4.09  -2.37
O  2.62  -7.07  -3.36
Rb  -0.49  -0.24  0.35
I  -1.62  1.83  -6.55
N  -1.07  3.14  2.24
S  1.35  -4.79  -3.65
F  7.48  1.34  -0.64
C  0.29  1.81  3.22
C  4.83  -1.73  2.52
S  3.65  -5.17  -1.85
C  -4.77  -3.23  -0.57
C  1.81  -3.34  -2.78
C  5.72  2.55  -2.55
N  0.22  1.47  -2.80
N  4.10  4.04  -3.88
H  -0.91  4.57  0.48
H  -4.91  -1.97  3.50
H  -0.73  -1.05  3.27
C  -2.85  -0.73  5.89
H  0.94  1.62  -2.11
C  -1.48  0.58  -3.70
C  -4.02  -1.62  3.98
C  5.29  1.73  -1.45
F  2.97  1.91  -1.99
S  1.07  -1.94  -3.12
H  0.92  2.71  -4.37
N  5.51  -2.39  3.19
H  -1.78  4.22  3.89
N  -3.79  -2.24  1.36
C  -3.00  3.47  -1.07
F  2.21  0.40  -0.06
F  6.71  -0.24  1.26
N  -2.55  -2.32  -0.69
N  -2.84  1.74  0.29
N  -0.77  0.60  -2.58
C  4.82  3.36  -3.27
C  -3.65  -2.61  -0.01
C  3.95  -0.96  1.74
H  -1.61  -2.40  -2.52
C  -3.56  -3.31  -2.62
H  -3.47  -3.57  -3.67
H  -2.81  4.48  -1.39
H  -2.54  4.69  1.64
H  1.01  1.00  3.29
N  8.12  2.55  -3.46
H  -4.23  2.45  -2.61
N  -2.71  -1.95  1.90
N  -0.20  2.14  2.03

The net atomic charges from Löwdin, expressed in e, are: 0.076 -0.011 -0.202 -0.278 -1.112 -0.130 -0.116 0.080 0.081 0.098 -0.144 0.106 -0.096 -0.092 -0.244 0.096 -1.042 -0.150 -0.278 -0.224 -0.133 -0.154 -0.156 -0.098 -0.102 -0.440 -0.070 0.106 -0.778 0.918 0.102 -0.064 0.102 -0.055 0.673 0.808 -0.108 0.950 0.084 -0.206 -0.265 0.964 -0.016 -1.153 -0.226 0.005 0.092 0.061 0.098 0.056 -0.084 0.129 -0.251 -0.029 -0.069 0.063 0.726 0.125 0.115 0.103 0.080 -0.122 -0.043 0.087 0.094 0.002 -0.033 -0.276 -0.321 -0.281 0.059 -0.055 0.104 0.112 0.058 0.079 0.090 0.078 0.064 -0.014